(1)
{
  "formula": "C18H29N3O6",
  "method": "wB97M-V/def2-TZVPD",
  "e_homo_ev": -9.051,
  "smiles": "O[C@H]1[C@H](O)[C@@H](O)CNC[C@@H]1O.CNC(=O)[C@H](Cc1ccccc1)NC(C)=O",
  "largest_force_ha_per_bohr": 0.02905,
  "charge": 0,
  "e_tot_ha": -1319.02277,
  "homo_lumo_gap_ev": 9.41,
  "symbols": ["O", "O", "O", "O", "O", "O", "N", "N", "N", "C", "C", "C", "C", "C", "C", "C", "C", "C", "C", "C", "C", "C", "C", "C", "C", "C", "C", "H", "H", "H", "H", "H", "H", "H", "H", "H", "H", "H", "H", "H", "H", "H", "H", "H", "H", "H", "H", "H", "H", "H", "H", "H", "H", "H", "H", "H"],
  "coordinates": [[3.312, -2.562, -1.715], [-0.265, -5.471, 1.906], [-4.443, 4.002, -0.745], [-1.065, 4.336, 2.282], [-0.120, -2.752, 1.486], [1.499, -1.575, -0.177], [-3.648, 4.817, 1.185], [3.221, -5.504, 0.586], [-1.564, 2.719, 0.799], [1.820, -5.936, 0.735], [-0.681, 2.497, -2.118], [-1.074, 3.155, 1.959], [-0.023, 1.284, -1.839], [-0.532, 2.104, 2.899], [0.684, -3.634, 0.678], [2.629, -3.581, -0.983], [1.923, 2.050, -3.093], [-0.034, 3.481, -2.890], [-3.503, 4.154, 0.033], [1.278, 1.064, -2.327], [-4.890, 5.442, 1.635], [0.992, -4.893, 1.507], [1.265, 3.259, -3.376], [1.944, -2.885, 0.208], [3.629, -4.674, -0.570], [-2.107, 3.564, -0.278], [-2.078, 2.767, -1.596], [2.652, -2.791, 1.038], [0.799, -1.342, 0.470], [4.584, -4.197, -0.321], [1.863, -4.026, -1.626], [-1.528, 1.729, 0.624], [2.923, 1.878, -3.466], [1.782, 0.134, -2.117], [3.803, -5.320, -1.436], [-0.515, 0.515, -1.261], [-1.284, 1.334, 3.063], [-4.695, 6.081, 2.497], [-1.444, 4.422, -0.397], [-2.607, 3.334, -2.364], [1.554, -4.599, 2.401], [1.809, -6.872, 1.303], [-0.537, 4.412, -3.110], [0.099, -3.930, -0.199], [1.366, -6.139, -0.241], [-0.280, 2.574, 3.849], [-5.612, 4.670, 1.911], [-5.312, 6.044, 0.827], [1.758, 4.018, -3.967], [-2.824, 4.898, 1.774], [0.363, 1.662, 2.463], [-2.611, 1.824, -1.461], [-0.121, -6.231, 2.498], [3.863, -6.291, 0.700], [-0.838, -3.286, 1.879], [2.823, -1.734, -1.522]],
  "forces_ev_per_angstrom": [[-0.120, -0.061, 0.205], [0.034, 0.117, -0.088], [0.506, 0.038, 0.052], [-0.068, 0.312, -0.152], [0.092, -0.296, -0.078], [-0.107, -0.257, 0.225], [0.711, 0.439, 0.864], [-0.012, 0.056, 0.386], [-0.593, -0.157, -0.923], [0.704, 0.522, -0.356], [0.323, -0.065, 0.132], [0.394, 0.373, 1.014], [0.696, 0.839, -0.677], [-0.042, 0.059, -0.109], [-0.262, -0.782, 0.783], [-0.069, 0.721, 0.273], [-0.819, 0.110, 0.323], [0.706, -0.878, 0.162], [-1.237, -0.604, -0.581], [-0.354, 0.765, -0.222], [0.141, -0.351, -0.534], [0.170, -0.516, -0.157], [-0.453, -0.613, 0.536], [-0.872, -0.159, 0.735], [-0.147, -0.427, 0.155], [0.370, 0.047, 0.034], [0.075, 0.161, -0.069], [0.025, 0.008, -0.027], [0.478, -0.100, -0.496], [-0.211, 0.036, -0.005], [-0.119, 0.038, -0.035], [-0.052, -0.019, -0.064], [0.016, -0.019, -0.011], [-0.032, -0.043, 0.044], [0.025, 0.178, -0.218], [-0.098, -0.121, 0.037], [0.070, -0.159, 0.016], [0.122, -0.145, -0.126], [0.178, 0.064, 0.133], [-0.203, -0.033, 0.263], [0.042, 0.068, -0.098], [0.017, 0.131, -0.050], [-0.094, 0.057, -0.008], [0.006, 0.001, -0.077], [-0.273, -0.071, 0.018], [-0.031, -0.030, -0.166], [-0.093, 0.117, -0.004], [-0.030, -0.076, 0.104], [0.014, 0.038, -0.035], [-0.042, 0.056, -0.103], [0.042, -0.162, 0.046], [-0.133, 0.014, -0.001], [0.092, 0.557, -0.365], [-0.396, 0.528, -0.145], [0.542, 0.266, -0.302], [0.375, -0.574, -0.259]],
  "nbo_charge": [-0.7180, -0.7443, -0.6433, -0.6624, -0.7553, -0.7535, -0.6170, -0.6507, -0.5986, -0.2433, -0.0092, 0.6886, -0.2524, -0.7067, 0.0654, 0.0778, -0.2426, -0.2141, 0.6564, -0.1273, -0.4108, 0.0720, -0.1998, 0.0585, -0.2279, -0.1220, -0.4274, 0.1810, 0.5086, 0.2143, 0.1585, 0.3991, 0.2150, 0.2008, 0.1784, 0.2013, 0.2240, 0.2064, 0.2279, 0.2515, 0.1771, 0.2010, 0.2117, 0.1734, 0.1780, 0.2448, 0.1997, 0.2126, 0.2139, 0.4306, 0.2324, 0.2147, 0.4802, 0.3746, 0.5033, 0.4932]
}

=====

(2)
{
  "formula": "C30H33F6N4OPdS3Sb2Se4",
  "method": "wB97M-V/def2-TZVPD",
  "e_homo_ev": [-13.410, -13.508],
  "spin_multiplicity": 6,
  "largest_force_ha_per_bohr": 0.04369,
  "charge": 2,
  "e_tot_ha": -13464.61248,
  "homo_lumo_gap_ev": [5.61, 4.92],
  "symbols": ["Sb", "Sb", "Pd", "Se", "Se", "Se", "Se", "S", "S", "S", "F", "F", "F", "F", "F", "F", "O", "N", "N", "N", "N", "C", "C", "C", "C", "C", "C", "C", "C", "C", "C", "C", "C", "C", "C", "C", "C", "C", "C", "C", "C", "C", "C", "C", "C", "C", "C", "C", "C", "C", "C", "H", "H", "H", "H", "H", "H", "H", "H", "H", "H", "H", "H", "H", "H", "H", "H", "H", "H", "H", "H", "H", "H", "H", "H", "H", "H", "H", "H", "H", "H", "H", "H", "H"],
  "coordinates": [[-0.491, 0.186, 2.897], [-2.317, 2.663, 1.450], [-1.219, 0.950, -0.173], [-0.977, 4.609, 2.061], [-3.307, -0.016, -1.970], [-3.056, 3.057, -1.068], [-4.442, 2.322, 2.576], [0.539, -0.202, -1.462], [-4.754, 0.010, -0.434], [-0.016, 2.829, -0.954], [-2.280, -0.035, 2.020], [1.138, 0.230, 3.776], [-1.315, 1.598, 3.885], [0.355, 1.670, 1.823], [0.190, -0.782, 1.374], [-1.130, -1.271, 3.865], [-1.917, -1.293, -0.217], [-3.707, -2.355, 0.699], [2.520, 3.126, -1.564], [-5.662, -1.546, 1.528], [3.061, 0.456, -0.937], [5.469, -1.532, -2.177], [-6.754, -0.595, 1.583], [1.556, 2.290, -1.240], [-0.222, -5.914, 0.662], [-1.697, -3.576, 0.380], [0.294, -4.856, -0.076], [3.049, 5.299, -0.610], [1.821, 0.856, -1.156], [-2.211, -4.649, 1.115], [4.752, 6.840, 0.100], [-2.446, -2.331, 0.257], [4.082, 6.177, -0.916], [-4.638, -1.473, 0.711], [4.087, -1.411, -2.096], [5.275, -2.263, -4.456], [3.858, 2.608, -1.763], [-8.015, -1.118, 0.898], [2.323, 4.555, -1.707], [-6.176, -3.963, 1.726], [3.896, -2.139, -4.379], [3.434, -0.940, -0.819], [3.304, -1.711, -3.206], [-1.475, -5.809, 1.249], [4.408, 6.618, 1.425], [2.693, 5.090, 0.719], [-5.723, -2.690, 2.435], [-0.437, -3.694, -0.215], [3.372, 5.745, 1.732], [6.060, -1.963, -3.352], [4.109, 1.451, -0.804], [1.266, -4.946, -0.537], [-6.959, -0.379, 2.635], [-8.446, -1.947, 1.451], [0.356, -6.817, 0.785], [-1.869, -6.633, 1.824], [-0.050, -2.873, -0.802], [-6.412, -2.443, 3.243], [2.228, -1.628, -3.149], [-7.161, -3.841, 1.287], [3.283, -2.380, -5.232], [1.253, 4.770, -1.675], [-8.754, -0.323, 0.861], [6.081, -1.315, -1.313], [4.944, 7.128, 2.211], [-7.800, -1.438, -0.119], [2.537, -1.528, -0.613], [7.132, -2.065, -3.403], [5.734, -2.596, -5.373], [4.147, 1.809, 0.231], [4.357, 6.356, -1.945], [1.881, 4.424, 0.983], [5.062, 0.979, -1.045], [4.123, -1.026, 0.024], [-5.482, -4.241, 0.938], [-6.449, 0.346, 1.120], [2.700, 4.864, -2.684], [5.535, 7.537, -0.159], [-4.724, -2.834, 2.853], [-3.178, -4.562, 1.580], [3.087, 5.587, 2.759], [4.571, 3.413, -1.579], [3.972, 2.268, -2.799], [-6.228, -4.775, 2.445]],
  "forces_ev_per_angstrom": [[0.523, -0.387, -0.811], [-0.766, 0.208, -1.507], [1.756, 0.184, -1.389], [0.033, 0.399, 0.254], [0.056, -0.225, 0.220], [-0.319, 0.307, 0.643], [-0.233, 0.179, 0.139], [-0.635, 0.240, 0.187], [-0.618, -0.092, 0.452], [-0.712, -0.206, 0.287], [1.007, 0.574, 0.556], [0.018, -0.191, 0.337], [0.102, -0.441, -0.450], [-0.844, -0.478, 0.732], [-0.294, 0.034, 1.078], [0.315, 0.112, 0.151], [0.302, -0.056, -0.593], [-0.271, -0.540, 0.308], [-0.781, -1.102, 0.265], [0.168, 0.267, 0.013], [-1.413, 0.725, -0.038], [-0.153, -0.026, 0.048], [-0.677, 0.355, -0.232], [0.343, 1.112, -0.032], [-0.053, 0.094, 0.015], [0.399, -0.343, -0.003], [0.026, -0.055, 0.030], [0.046, -0.017, -0.022], [0.962, -1.187, -0.086], [0.058, 0.179, -0.157], [0.003, 0.030, 0.052], [-0.529, 0.597, -0.018], [-0.195, -0.129, 0.068], [0.726, 0.348, -0.835], [0.042, -0.015, 0.039], [0.055, 0.029, 0.082], [0.747, -0.581, -0.096], [0.157, 0.137, 0.124], [-0.136, 0.918, 0.075], [-0.001, 0.103, 0.047], [0.043, 0.036, -0.040], [0.206, -0.823, -0.094], [0.034, -0.001, 0.097], [0.088, -0.109, 0.037], [0.042, 0.046, -0.135], [0.041, 0.028, 0.058], [0.146, -0.755, 0.279], [-0.139, 0.133, -0.055], [0.068, 0.058, -0.042], [0.049, 0.006, -0.166], [0.467, 0.698, -0.009], [0.048, 0.002, -0.049], [0.129, -0.010, -0.094], [-0.052, -0.107, 0.003], [0.035, -0.085, -0.012], [-0.045, -0.060, 0.041], [0.007, 0.035, 0.058], [0.060, 0.131, -0.063], [-0.117, -0.026, 0.008], [-0.117, -0.003, -0.028], [-0.070, -0.039, -0.121], [0.118, -0.043, -0.086], [-0.107, 0.057, -0.008], [0.093, -0.005, 0.112], [-0.009, 0.038, 0.067], [-0.004, -0.027, -0.054], [0.097, 0.174, 0.133], [0.103, -0.027, -0.031], [0.069, -0.051, -0.073], [-0.017, -0.079, -0.060], [0.020, 0.015, -0.147], [-0.068, -0.112, -0.092], [-0.086, 0.034, -0.017], [-0.065, 0.030, -0.010], [0.064, -0.016, -0.034], [-0.024, -0.102, 0.180], [-0.019, -0.123, -0.007], [0.111, 0.038, 0.067], [-0.164, 0.065, 0.080], [-0.117, 0.036, 0.080], [-0.013, -0.045, 0.143], [-0.097, -0.090, 0.038], [-0.034, 0.094, 0.045], [0.013, -0.078, 0.068]],
  "lowdin_spin": [0.0034, 0.0822, 0.2689, 0.8716, 1.1649, 1.0259, 0.8662, 0.0232, 0.1918, 0.0857, 0.0141, 0.0003, 0.0056, 0.0406, 0.0060, -0.0001, 0.1686, 0.0293, 0.0125, 0.0247, 0.0044, 0.0000, 0.0010, 0.0140, 0.0021, 0.0050, 0.0000, 0.0008, 0.0051, 0.0031, 0.0000, 0.0152, 0.0004, 0.0271, 0.0002, 0.0000, 0.0016, 0.0014, 0.0027, 0.0022, 0.0001, 0.0004, 0.0006, 0.0008, 0.0002, 0.0048, 0.0033, 0.0018, 0.0004, 0.0000, 0.0007, 0.0000, 0.0002, 0.0000, 0.0001, 0.0000, 0.0003, 0.0000, 0.0006, 0.0000, 0.0000, 0.0013, 0.0000, 0.0000, 0.0000, 0.0006, 0.0001, 0.0000, 0.0000, 0.0002, 0.0001, 0.0090, 0.0000, 0.0000, 0.0000, 0.0003, 0.0003, 0.0000, 0.0007, 0.0006, 0.0000, 0.0001, 0.0006, 0.0004]
}

=====

(3)
{
  "formula": "C19H26N4O",
  "method": "wB97M-V/def2-TZVPD",
  "e_homo_ev": -8.800,
  "smiles": "CCc1nc2ccc(C(=O)N3CCN(CC)CC3)cc2nc1CC",
  "largest_force_ha_per_bohr": 0.01360,
  "charge": 0,
  "e_tot_ha": -1033.90101,
  "homo_lumo_gap_ev": 8.72,
  "symbols": ["O", "N", "N", "N", "N", "C", "C", "C", "C", "C", "C", "C", "C", "C", "C", "C", "C", "C", "C", "C", "C", "C", "C", "C", "H", "H", "H", "H", "H", "H", "H", "H", "H", "H", "H", "H", "H", "H", "H", "H", "H", "H", "H", "H", "H", "H", "H", "H", "H", "H"],
  "coordinates": [[2.215, -2.565, -0.913], [-0.856, 0.720, 2.641], [0.134, -2.198, -1.704], [-0.950, -2.147, -4.325], [1.062, 2.703, 2.329], [-0.778, 5.117, 3.373], [0.128, 2.806, 3.239], [1.097, -0.646, -0.103], [0.207, -2.971, -4.020], [2.092, 0.344, -0.231], [0.119, -0.528, 0.855], [0.098, 0.600, 1.695], [-1.899, 1.820, 4.481], [1.210, -1.877, -0.949], [1.085, 1.608, 1.542], [-0.971, -1.330, -2.026], [-1.531, -3.063, -6.541], [0.174, -3.374, -2.547], [2.087, 1.455, 0.565], [-0.852, 1.782, 3.406], [-1.074, -1.848, -5.742], [0.126, 4.076, 4.038], [-0.915, -0.949, -3.509], [-1.346, 1.213, 5.774], [-0.421, 5.329, 2.368], [-0.723, -3.971, -2.354], [1.150, -2.435, -4.230], [-1.801, -2.757, -7.549], [-0.632, -1.290, 0.996], [-0.749, -3.814, -6.614], [-0.479, 1.768, 6.127], [-2.108, 1.229, 6.550], [1.065, -3.946, -2.285], [-0.206, 3.893, 5.059], [-1.803, 4.758, 3.303], [-0.128, -1.459, -6.160], [2.864, 0.201, -0.973], [-2.235, 2.840, 4.662], [-2.400, -3.508, -6.064], [-0.940, -0.430, -1.412], [-1.046, 0.183, 5.600], [-2.747, 1.222, 4.145], [-1.783, -0.331, -3.750], [-0.773, 6.040, 3.947], [0.176, -3.871, -4.633], [-1.829, -1.064, -5.842], [1.147, 4.459, 4.062], [2.838, 2.224, 0.474], [-0.001, -0.353, -3.692], [-1.906, -1.868, -1.835]],
  "forces_ev_per_angstrom": [[0.262, 0.062, 0.023], [-0.264, -0.036, 0.263], [-0.157, -0.161, -0.085], [0.024, 0.109, -0.004], [0.049, 0.329, 0.202], [0.088, -0.050, 0.145], [0.428, 0.040, -0.153], [-0.132, -0.005, 0.395], [-0.106, -0.163, 0.204], [0.081, 0.142, 0.019], [0.310, -0.037, -0.262], [0.515, 0.436, -0.117], [0.101, -0.007, 0.155], [-0.036, -0.040, 0.133], [-0.444, -0.540, -0.020], [-0.182, 0.487, -0.268], [0.128, 0.240, 0.085], [0.331, -0.292, -0.192], [-0.002, -0.153, -0.138], [-0.225, -0.307, -0.269], [-0.121, -0.132, -0.088], [-0.155, 0.076, -0.050], [-0.148, -0.032, 0.252], [-0.130, 0.096, -0.074], [0.007, 0.033, -0.091], [0.046, -0.004, -0.035], [-0.032, -0.038, -0.012], [-0.003, -0.038, -0.133], [-0.113, -0.074, -0.002], [0.043, -0.112, -0.051], [0.086, 0.025, 0.080], [-0.010, -0.023, 0.118], [-0.157, 0.030, -0.032], [0.035, 0.007, 0.058], [-0.115, 0.013, -0.024], [-0.063, 0.062, 0.039], [0.088, -0.004, -0.042], [-0.062, 0.026, -0.011], [-0.103, -0.060, 0.023], [-0.051, -0.135, -0.083], [0.037, -0.089, 0.012], [0.022, 0.120, -0.054], [0.040, 0.010, -0.006], [-0.056, 0.106, 0.002], [0.063, -0.003, 0.006], [0.088, 0.018, -0.003], [-0.032, -0.106, 0.075], [0.069, 0.084, -0.015], [-0.052, -0.001, 0.012], [0.007, 0.093, 0.013]],
  "nbo_charge": [-0.6188, -0.4089, -0.4320, -0.4453, -0.3861, -0.5947, 0.1998, -0.1155, -0.2340, -0.1873, -0.1984, 0.1790, -0.4401, 0.6693, 0.0973, -0.2226, -0.6131, -0.2315, -0.1786, 0.2061, -0.2085, -0.4383, -0.2256, -0.5950, 0.2149, 0.1969, 0.1693, 0.2127, 0.2277, 0.2011, 0.2012, 0.2126, 0.2492, 0.2078, 0.2006, 0.1631, 0.2282, 0.2073, 0.2140, 0.2280, 0.2158, 0.2306, 0.2053, 0.2128, 0.2087, 0.1939, 0.2316, 0.2264, 0.1638, 0.1990]
}